This record from OMol25 describes a cluster of 21 separate species, C86H204Br7N14O14 in total. The level of theory is ωB97M-V/def2-TZVPD.

charge: +7
E: -632221.7628 eV
frontier orbital gap: 3.279 eV

Cartesian coordinates (Å):
H  -1.02  0.24  -2.38
O  -1.15  4.70  4.60
H  -9.36  -0.63  -1.65
O  -3.07  3.50  -1.88
H  -6.40  -1.22  -7.10
C  6.08  2.08  4.14
H  1.33  -3.08  5.62
H  -1.80  6.30  -0.32
H  -3.46  -6.56  1.53
O  -2.06  1.31  -9.69
H  0.70  -2.17  9.36
O  -1.99  -2.91  2.35
C  -8.06  -1.79  -3.00
H  3.12  -10.15  1.25
H  3.08  -2.01  1.06
H  7.63  2.19  2.59
H  -8.60  0.42  -2.85
O  0.84  2.09  0.73
H  8.74  -4.58  -0.19
H  6.91  -3.25  2.93
H  -5.71  -2.64  2.67
H  2.97  1.35  2.14
N  2.21  5.96  1.01
H  9.89  -3.77  0.86
C  2.35  6.05  3.50
H  -2.15  -5.21  -3.49
H  3.73  -2.46  11.60
O  8.28  1.05  4.27
N  5.36  1.08  5.04
H  -4.81  4.58  -6.59
H  -3.60  3.57  -3.91
H  -3.10  4.79  -9.85
C  -1.52  7.90  -3.17
H  -5.15  -0.34  -1.74
C  -3.52  9.07  -1.93
H  -4.81  4.47  -2.00
H  -5.91  -4.12  -0.04
C  0.16  7.03  -4.51
H  -9.15  -3.22  -1.76
Br  4.98  -2.27  4.03
C  -3.26  -4.98  2.99
C  2.41  -7.11  -2.41
H  2.84  -0.07  3.21
H  -9.93  -0.79  -3.26
C  2.18  -8.65  -2.35
H  3.15  6.12  4.25
H  2.76  -7.04  -3.44
C  6.71  -1.58  -1.57
C  0.76  0.53  -1.18
Br  5.10  2.16  -0.18
H  8.53  -3.24  2.95
N  -1.28  -4.72  -3.67
H  0.83  1.40  -3.14
H  2.20  -0.29  8.72
H  4.73  7.26  3.01
H  5.64  3.93  5.26
H  -1.50  7.16  -2.37
H  3.24  8.04  2.75
H  4.25  -4.78  -0.86
N  2.18  -3.63  5.62
C  -4.89  2.80  -10.45
H  -4.12  9.97  -2.04
H  -5.34  3.87  0.44
O  0.97  5.35  1.17
C  1.35  -0.91  -1.47
H  2.77  -2.35  -1.17
H  5.25  7.17  0.63
H  -4.23  -2.12  -0.77
H  7.19  3.17  5.70
C  -1.49  -3.22  -4.14
C  1.58  0.03  10.81
N  1.24  0.83  0.22
H  0.17  -1.42  8.06
H  6.88  0.57  2.79
C  1.33  1.53  -2.18
H  0.69  0.40  11.32
H  2.24  -3.89  2.89
H  -4.84  -1.43  -6.28
H  -1.43  0.96  4.83
H  0.01  -2.95  -5.71
C  -2.16  9.23  -2.69
C  7.81  -2.94  1.01
H  -2.40  4.96  -7.12
Br  2.11  3.06  5.80
C  3.70  5.53  -1.12
H  -2.87  3.44  -6.31
H  1.60  -8.13  2.40
H  -4.32  -4.96  -0.20
H  1.44  2.04  8.65
H  -0.79  -5.27  -4.36
Br  -0.90  -1.95  5.56
H  -5.08  3.88  -10.47
H  -3.22  8.96  -0.88
H  -7.13  -1.76  -1.02
H  -4.60  0.15  -8.17
Br  -0.51  -4.80  -0.29
C  -3.92  -4.51  4.26
C  1.41  -4.39  3.39
H  -0.58  6.54  3.72
C  -9.03  -0.57  -2.68
C  -2.93  4.02  -7.23
C  -3.75  5.22  -0.19
H  -2.11  4.94  6.43
C  -1.49  4.23  5.90
C  1.74  -4.90  4.80
H  -3.31  -3.72  4.71
H  -2.16  -6.59  3.63
H  -1.49  10.47  -4.22
H  4.72  5.45  -0.73
H  -2.91  -3.20  -0.56
H  -4.74  0.15  -4.10
H  -1.21  2.25  3.93
H  1.20  2.56  -1.84
H  -3.00  10.89  -3.65
H  -1.42  9.87  -2.21
H  3.08  -9.26  -2.43
H  -0.48  7.04  -5.39
C  9.00  -3.62  0.24
H  -1.67  6.65  5.07
H  2.85  -3.16  5.03
H  -1.26  -0.26  -0.67
C  -8.84  -3.14  -2.81
C  2.14  -2.84  -4.58
H  -4.07  8.23  -2.34
C  3.50  -5.11  -1.58
H  -1.80  4.55  0.12
H  0.77  -1.74  -1.07
H  -4.68  4.64  1.67
H  -6.15  2.95  -8.03
C  -5.06  2.95  -7.95
H  -1.57  2.33  7.61
C  -4.12  -6.00  2.20
H  8.07  -1.89  1.17
H  0.83  -5.23  5.32
C  2.37  -8.39  0.32
H  1.73  5.20  3.78
C  3.39  7.84  -0.13
H  1.11  7.20  -5.02
H  -1.43  -5.80  2.37
H  -4.42  6.05  0.00
C  3.50  -9.35  0.62
H  -2.25  -3.23  -4.92
O  1.97  -1.26  11.37
H  -4.97  -4.24  4.15
H  -0.54  -1.17  9.55
C  4.48  7.89  0.93
C  2.95  -1.06  0.54
H  0.99  -2.12  2.10
H  -4.09  2.65  -11.18
C  2.97  -5.90  4.81
H  7.01  4.05  4.17
H  0.55  -8.42  -1.07
H  2.36  0.77  11.00
H  -3.29  2.75  7.37
H  -6.47  0.41  -2.46
C  1.74  -0.26  1.23
H  -2.59  2.28  -3.42
C  -5.92  -1.57  -6.19
C  -0.72  3.02  -7.82
H  2.28  -1.86  -5.01
H  3.92  5.71  -2.17
N  2.79  -7.01  -0.06
C  -3.54  -2.49  -0.02
O  -0.27  8.11  -3.66
H  -6.29  1.39  -5.47
H  3.78  3.86  1.95
H  -1.71  5.44  -9.19
H  -9.77  -3.14  -3.38
H  2.55  -3.92  6.51
H  3.96  -0.82  10.98
H  -6.16  -5.15  2.24
H  6.03  -4.00  0.60
H  2.55  8.44  0.21
N  -1.11  1.91  4.88
H  3.81  8.28  -1.03
H  0.41  1.09  7.77
H  4.36  -8.91  1.14
H  5.29  2.32  3.43
H  -6.07  0.50  -9.07
C  -0.17  -2.61  -4.69
H  2.61  -4.52  -1.35
H  -4.39  2.29  -2.94
C  -7.02  0.61  -5.26
C  -5.13  -2.17  1.86
C  4.85  -7.35  -1.56
C  -2.12  3.44  -8.44
H  1.65  6.86  3.64
O  2.44  -7.08  4.22
C  -0.80  6.11  4.69
C  3.35  -8.19  4.21
H  0.73  -9.27  1.21
H  10.25  0.31  4.19
H  3.87  -9.81  -0.29
H  -6.29  -2.67  -2.30
H  -7.67  0.52  -6.13
H  4.29  -8.03  3.69
N  -2.42  10.14  -3.99
H  -0.79  2.46  -6.89
O  0.96  -2.84  -3.83
H  -0.24  -1.53  -4.85
H  3.73  -8.39  5.22
H  -6.13  -2.64  -6.18
H  -3.05  -1.56  0.27
H  1.55  0.95  3.14
H  1.06  -5.21  2.75
H  0.10  -1.64  0.70
H  2.38  1.31  -2.35
C  9.49  0.75  3.54
N  -2.90  2.13  -8.93
H  -0.10  3.84  -7.43
C  3.41  -6.68  -1.38
C  0.56  -1.25  1.61
C  -0.76  0.44  -1.34
H  -0.62  4.27  6.56
H  -4.39  -1.52  2.33
C  6.46  -3.04  0.35
C  -2.14  2.83  5.67
C  6.51  3.39  4.88
N  -4.47  4.27  0.75
H  -0.16  1.94  5.24
H  -0.18  1.61  9.34
C  -2.26  5.52  0.28
C  2.32  0.55  2.48
H  -5.73  2.29  -10.92
C  -3.81  4.73  -1.66
H  4.89  4.99  1.30
C  4.19  4.85  2.12
C  -5.03  -4.48  0.48
C  -3.46  2.85  -3.10
H  -4.42  -6.80  2.87
H  10.02  1.63  3.18
H  -8.20  -4.00  -2.98
N  -3.10  -3.76  2.10
H  -2.15  7.49  -3.96
H  -4.76  -1.58  -4.02
H  7.75  -1.25  -1.49
H  1.32  -9.98  -0.69
H  5.67  -6.81  -1.09
C  -5.00  0.68  -9.04
H  -2.76  9.65  -4.81
C  3.30  -1.68  10.97
C  3.93  7.34  2.29
H  7.73  -4.59  2.40
H  3.41  -1.96  9.92
H  0.18  6.09  -3.96
H  -1.39  -5.00  3.98
H  -0.18  -0.80  2.27
O  3.34  -6.28  1.07
H  -3.01  -2.97  -2.70
H  0.63  -3.64  3.47
C  -5.39  -0.70  -3.91
C  -4.39  4.24  -7.53
H  1.51  -6.51  -2.37
H  3.25  4.54  -1.00
O  -8.66  -2.03  -5.43
O  6.56  -2.88  -1.03
H  5.72  -2.31  0.68
H  3.27  -6.25  5.80
H  -0.16  2.37  -8.48
H  -2.40  -1.38  -3.28
H  1.01  5.61  -1.43
H  5.73  1.01  5.97
H  4.44  1.44  5.22
H  0.55  7.15  -0.91
H  -0.74  -4.82  -2.83
H  0.03  6.28  5.37
C  -6.45  -0.83  -4.98
N  -7.68  -1.63  -4.47
C  3.18  6.00  2.19
H  9.34  -3.08  -0.64
C  -5.94  -0.54  -2.45
H  4.95  8.87  0.91
H  -2.67  1.08  6.98
H  6.11  -0.87  -1.01
C  2.78  -1.27  -0.97
C  -2.13  -2.38  -2.95
H  -3.05  2.99  5.10
C  1.29  -0.09  9.28
H  -7.67  1.02  -4.49
H  1.34  -1.02  -2.55
H  -5.92  -6.36  1.08
H  -4.65  0.14  -9.93
H  0.59  -7.59  1.11
C  1.50  -8.94  -0.96
H  2.26  -3.59  -5.36
H  3.88  -0.51  0.67
H  5.09  -7.40  -2.63
H  5.25  0.12  4.72
H  4.84  4.74  2.98
C  1.31  -8.36  1.38
H  6.53  -1.64  -2.65
H  -1.40  4.23  -10.38
C  -5.43  -5.48  1.49
N  0.33  -1.28  9.05
H  -4.83  2.30  -7.10
C  -2.09  4.49  -9.58
H  5.10  -8.34  -1.18
C  -4.25  -3.22  1.17
H  2.87  -9.03  3.73
C  -6.80  -1.73  -2.06
Br  -2.78  1.30  1.84
H  -1.43  -2.40  -2.12
N  7.73  -3.58  2.44
C  7.25  1.46  3.29
H  3.85  -4.80  -2.56
H  1.58  -9.07  -3.15
C  -2.46  2.15  7.00
Br  -2.33  0.23  -6.00
C  1.43  6.60  -1.25
H  -2.16  5.84  1.32
H  3.89  -5.56  4.34
C  0.70  1.25  8.81
H  -4.46  5.08  -8.22
C  -4.46  2.15  -9.09
H  -3.44  5.47  -2.37
H  -3.98  -5.30  5.01
H  -5.78  -1.54  1.26
C  2.69  6.43  -0.39
H  1.64  7.07  -2.21
H  -3.90  3.45  0.89
H  2.98  -3.05  -3.92
C  -1.99  -5.58  3.27
H  -1.39  1.31  -1.14
H  9.33  0.01  2.77
H  3.53  -0.82  -1.62

Atom charges from the Mulliken analysis, given in e for atoms 1 to 5: H 0.21; O 0.16; H 0.41; O 0.21; H 0.36